No. 1
{
  "formula": "C2H5N5S",
  "method": "the ωB97M-V functional and the def2-TZVPD basis",
  "symbols": ["C", "C", "N", "N", "N", "N", "N", "S", "H", "H", "H", "H", "H"],
  "xyz": [[-1.098, 0.637, 1.590], [0.897, -0.466, 0.785], [-1.792, 0.243, 2.540], [0.129, 0.037, 1.735], [0.460, -0.472, -0.488], [-1.312, 1.527, 0.584], [1.045, -1.078, -1.498], [2.157, -1.616, 1.382], [0.301, -0.222, 2.710], [-2.095, 2.147, 0.436], [-0.861, 1.138, -0.248], [1.993, -1.565, -1.393], [0.558, -0.960, -2.341]],
  "gap_ev": [4.30, 4.26],
  "relative_energy_kcal_mol": 102.7,
  "fmax_ev_per_a": 6.40
}

=====

No. 2
{
  "formula": "C25H57BIN2O14P",
  "method": "the ωB97M-V functional and the def2-TZVPD basis",
  "symbols": ["O", "P", "O", "O", "C", "C", "C", "I", "C", "O", "C", "N", "C", "C", "N", "C", "C", "B", "O", "O", "H", "H", "H", "H", "H", "H", "H", "H", "H", "C", "C", "O", "H", "H", "H", "H", "H", "H", "C", "C", "O", "H", "H", "H", "H", "H", "H", "C", "C", "O", "H", "H", "H", "H", "H", "H", "C", "C", "O", "H", "H", "H", "H", "H", "H", "C", "C", "O", "H", "H", "H", "H", "H", "H", "C", "C", "O", "H", "H", "H", "H", "H", "H", "C", "C", "O", "H", "H", "H", "H", "H", "H", "C", "C", "O", "H", "H", "H", "H", "H", "H"],
  "xyz": [[-4.639, 0.559, 5.167], [-3.248, 0.248, 4.833], [-2.531, -0.514, 6.066], [-2.326, 1.527, 4.605], [-3.089, -0.844, 3.404], [-2.746, -0.209, 2.079], [-1.532, -0.602, 1.433], [-0.177, -1.959, 2.297], [-1.180, -0.118, 0.200], [-0.013, -0.507, -0.416], [-2.031, 0.783, -0.483], [-1.672, 1.238, -1.710], [-2.540, 2.055, -2.233], [-3.727, 2.470, -1.613], [-4.082, 2.049, -0.432], [-3.208, 1.175, 0.151], [-3.559, 0.688, 1.431], [-4.956, 1.248, 1.994], [-4.966, 2.414, 2.686], [-6.125, 0.564, 1.729], [-2.906, -1.402, 6.090], [-2.114, 1.886, 5.478], [-4.059, -1.330, 3.316], [-2.375, -1.613, 3.666], [0.560, 0.265, -0.474], [-2.331, 2.435, -3.220], [-4.390, 3.139, -2.136], [-4.083, 2.795, 2.659], [-6.449, 0.865, 0.874], [4.415, -2.129, -0.898], [3.900, -2.676, 0.419], [2.830, -1.873, 0.924], [4.749, -1.099, -0.774], [5.248, -2.726, -1.271], [3.624, -2.127, -1.653], [4.686, -2.660, 1.174], [3.558, -3.709, 0.304], [2.117, -1.882, 0.276], [6.380, -0.490, 3.623], [6.291, 0.555, 2.527], [5.752, 0.009, 1.326], [7.001, -1.327, 3.302], [6.809, -0.069, 4.533], [5.388, -0.886, 3.858], [7.281, 0.937, 2.280], [5.670, 1.398, 2.851], [4.869, -0.322, 1.529], [-1.549, 0.131, -6.306], [-2.136, -0.441, -5.029], [-3.223, 0.350, -4.550], [-1.205, 1.153, -6.143], [-0.708, -0.471, -6.653], [-2.301, 0.168, -7.097], [-1.392, -0.457, -4.233], [-2.483, -1.467, -5.193], [-3.902, 0.365, -5.232], [-0.445, 1.478, -11.231], [-1.038, 0.904, -9.957], [-2.130, 1.702, -9.498], [-0.103, 2.499, -11.061], [0.398, 0.878, -11.578], [-1.195, 1.511, -12.024], [-0.296, 0.890, -9.160], [-1.386, -0.122, -10.118], [-2.792, 1.704, -10.195], [-6.732, 2.638, 6.808], [-6.858, 4.137, 6.620], [-5.578, 4.756, 6.499], [-6.143, 2.414, 7.698], [-7.713, 2.170, 6.909], [-6.217, 2.187, 5.958], [-7.349, 4.599, 7.475], [-7.451, 4.361, 5.726], [-5.146, 4.360, 5.736], [9.883, -2.215, 6.299], [9.570, -3.152, 5.146], [9.389, -2.442, 3.923], [9.083, -1.485, 6.421], [10.001, -2.767, 7.232], [10.805, -1.662, 6.107], [8.642, -3.689, 5.332], [10.371, -3.889, 5.024], [10.205, -1.970, 3.733], [8.302, -5.413, -2.357], [6.794, -5.453, -2.193], [6.409, -5.359, -0.824], [8.766, -6.224, -1.796], [8.585, -5.504, -3.407], [8.706, -4.474, -1.972], [6.394, -6.397, -2.562], [6.326, -4.640, -2.760], [6.744, -4.524, -0.484], [-7.786, 4.266, -2.058], [-8.531, 2.984, -1.742], [-7.728, 1.844, -2.039], [-7.491, 4.284, -3.108], [-8.391, 5.149, -1.852], [-6.874, 4.323, -1.458], [-9.434, 2.895, -2.342], [-8.820, 2.966, -0.686], [-6.920, 1.915, -1.521]],
  "smiles": "O=P(O)(O)Cc1c(I)c(O)c2nccnc2c1B(O)O.CCO.CCO.CCO.CCO.CCO.CCO.CCO.CCO",
  "gap_ev": 8.34,
  "fmax_ev_per_a": 1.12
}